(1)
# C31H30CoF6N6O4S4

A structure of composition C31H30CoF6N6O4S4 (ωB97M-V/def2-TZVPD, the Open Molecules 2025 dataset).

Structure (XYZ):
```
82
C31H30CoF6N6O4S4 ωB97M-V/def2-TZVPD
Co 0.1651 0.9845 0.1667
C 1.9509 0.3901 2.6769
N 0.5129 0.5595 2.4587
C 0.0026 1.6318 3.3142
C -0.2613 -0.6415 2.6547
C 0.1197 -1.6104 3.5614
C -0.5598 -2.8203 3.6451
C -1.5987 -3.0468 2.7631
C -2.0075 -2.0615 1.8723
C -1.4023 -0.7961 1.8331
N -1.6815 0.2680 0.9792
C -2.9033 0.4532 0.3964
C -4.0509 -0.3631 0.5246
C -5.2042 -0.1599 -0.2249
C -5.2978 0.8826 -1.1265
C -4.2313 1.7789 -1.1827
C -3.0836 1.6055 -0.4315
N -2.0799 2.6239 -0.3848
C -2.2843 3.4495 0.7988
C -1.9691 3.4472 -1.5717
H 2.1870 0.2827 3.7461
H 2.4605 1.2721 2.2894
H 2.3053 -0.4809 2.1293
H 0.2269 1.4097 4.3681
H -1.0754 1.6984 3.1890
H 0.4562 2.5786 3.0198
H 1.0008 -1.4475 4.1691
H -0.2228 -3.5955 4.3203
H -2.0640 -4.0234 2.7125
H -2.7315 -2.3329 1.1209
H -4.0517 -1.1832 1.2206
H -6.0302 -0.8526 -0.1025
H -6.1765 1.0232 -1.7437
H -4.3064 2.6529 -1.8180
H -3.2336 4.0081 0.7260
H -1.4566 4.1488 0.9128
H -2.3219 2.8068 1.6744
H -2.7880 4.1832 -1.6547
H -1.9791 2.8155 -2.4580
H -1.0229 3.9885 -1.5290
S 2.6749 0.6970 -0.6129
C 3.4776 2.1689 -0.1171
C 4.8760 2.2627 -0.1695
C 5.5621 3.4032 0.2203
C 4.8495 4.5018 0.6877
C 3.4650 4.4305 0.7522
C 2.7564 3.2933 0.3521
S 0.9970 3.3070 0.4289
H 5.4224 1.3954 -0.5224
H 6.6453 3.4296 0.1679
H 5.3646 5.4009 1.0088
H 2.8951 5.2761 1.1217
F 3.0132 -3.0444 -1.6101
C 1.7226 -2.9900 -1.9195
F 1.5248 -1.9415 -2.7173
F 1.4125 -4.0833 -2.6155
S 0.6489 -2.8307 -0.3921
O 0.5523 -1.4035 -0.2280
O -0.5320 -3.5893 -0.7029
N 1.4923 -3.4138 0.8062
S 1.5804 -4.9915 0.9881
O 0.5525 -5.5699 1.8079
O 1.9806 -5.7026 -0.2008
C 3.0667 -5.0052 2.0700
F 3.3697 -6.2809 2.3628
F 2.8601 -4.3681 3.2201
F 4.1294 -4.4633 1.4836
N 0.5999 1.1748 -3.9753
C 0.5259 1.6390 -2.7012
N -0.3200 0.9744 -1.9675
C -0.7999 -0.0475 -2.7816
C -1.6849 -1.0804 -2.4956
C -1.9565 -1.9845 -3.5052
C -1.3747 -1.8658 -4.7755
C -0.4979 -0.8363 -5.0729
C -0.2239 0.0595 -4.0499
H 1.3143 1.4364 -4.6315
H 1.1045 2.4753 -2.3409
H -2.1117 -1.1851 -1.5081
H -2.6153 -2.8175 -3.2999
H -1.6006 -2.6047 -5.5339
H -0.0311 -0.7537 -6.0466
```

Total charge   -2
Expectation value of S²   3.757
Spin multiplicity   4
Frontier orbital gap (alpha / beta)   0.2146 / 0.2133 Eh
Calculated total energy   -147041.4294 eV

What are the Löwdin partial charges on each atom? They are as follows, in elementary charge units: number 1, Co, carries 0.480; number 2, C, carries -0.106; number 3, N, carries -0.241; number 4, C, carries -0.096; number 5, C, carries -0.220; number 6, C, carries -0.042; number 7, C, carries -0.115; number 8, C, carries -0.107; number 9, C, carries -0.053; number 10, C, carries -0.230; number 11, N, carries 0.027; number 12, C, carries -0.242; number 13, C, carries -0.047; number 14, C, carries -0.130; number 15, C, carries -0.137; number 16, C, carries -0.055; number 17, C, carries -0.218; number 18, N, carries -0.234; number 19, C, carries -0.110; number 20, C, carries -0.134; number 21, H, carries 0.077; number 22, H, carries 0.063; number 23, H, carries 0.078; number 24, H, carries 0.085; number 25, H, carries 0.072; number 26, H, carries 0.043; number 27, H, carries 0.100; number 28, H, carries 0.092; number 29, H, carries 0.099; number 30, H, carries 0.089; number 31, H, carries 0.072; number 32, H, carries 0.087; number 33, H, carries 0.077; number 34, H, carries 0.091; number 35, H, carries 0.084; number 36, H, carries 0.031; number 37, H, carries 0.069; number 38, H, carries 0.075; number 39, H, carries 0.078; number 40, H, carries 0.051; number 41, S, carries 0.602; number 42, C, carries -0.724; number 43, C, carries -0.162; number 44, C, carries -0.151; number 45, C, carries -0.154; number 46, C, carries -0.170; number 47, C, carries -0.700; number 48, S, carries 0.606; number 49, H, carries 0.079; number 50, H, carries 0.077; number 51, H, carries 0.075; number 52, H, carries 0.076; number 53, F, carries 0.130; number 54, C, carries -0.664; number 55, F, carries 0.125; number 56, F, carries 0.123; number 57, S, carries 0.587; number 58, O, carries -0.354; number 59, O, carries -0.280; number 60, N, carries -0.270; number 61, S, carries 0.581; number 62, O, carries -0.290; number 63, O, carries -0.294; number 64, C, carries -0.692; number 65, F, carries 0.106; number 66, F, carries 0.127; number 67, F, carries 0.134; number 68, N, carries 0.140; number 69, C, carries -0.214; number 70, N, carries 0.061; number 71, C, carries -0.215; number 72, C, carries -0.002; number 73, C, carries -0.080; number 74, C, carries -0.107; number 75, C, carries -0.043; number 76, C, carries -0.210; number 77, H, carries 0.152; number 78, H, carries 0.096; number 79, H, carries 0.107; number 80, H, carries 0.102; number 81, H, carries 0.089; number 82, H, carries 0.098



(2)
# C31H30HgN11O3P2S

A structure of composition C31H30HgN11O3P2S (ωB97M-V/def2-TZVPD, the Open Molecules 2025 dataset).

Structure (XYZ):
```
79
C31H30HgN11O3P2S ωB97M-V/def2-TZVPD
Hg 0.4817 0.2436 0.5578
N 3.4936 1.9495 0.0556
C 3.5886 0.5857 0.0812
N 4.7369 -0.0501 -0.1369
N 4.4358 -1.3361 0.0223
N 3.1977 -1.4801 0.3113
N 2.5969 -0.2788 0.3636
C 2.3370 2.6635 -0.1054
N 2.3333 3.9558 -0.4054
N 1.0406 4.2813 -0.4474
N 0.3059 3.2715 -0.1983
N 1.0795 2.1942 0.0317
H 4.3407 2.4380 -0.1857
O -1.6318 1.0669 0.0188
P -3.0735 1.2986 0.1765
C -3.9448 -0.1941 0.8441
P -3.1616 -1.6091 -0.0418
O -1.7641 -1.7795 0.3771
C -3.4299 -1.1795 -1.7648
C -2.3175 -0.9334 -2.5684
C -2.4898 -0.5663 -3.8828
C -3.7720 -0.4629 -4.4217
C -4.8767 -0.7472 -3.6330
C -4.7172 -1.0998 -2.3117
C -4.1468 -3.0801 0.3496
C -4.0754 -3.5464 1.6745
C -4.6088 -4.7669 2.0176
C -5.2161 -5.5642 1.0523
C -5.2627 -5.1207 -0.2728
C -4.7280 -3.9015 -0.6201
C -3.4775 2.5454 1.4152
C -2.4278 3.2040 2.0578
C -2.6914 4.1261 3.0464
C -4.0038 4.4235 3.3994
C -5.0490 3.8265 2.7061
C -4.7963 2.8994 1.7206
C -3.8258 1.8542 -1.3581
C -2.9667 2.5650 -2.2063
C -3.4513 3.1645 -3.3440
C -4.8098 3.0767 -3.6603
C -5.6663 2.3911 -2.8122
C -5.1911 1.7909 -1.6663
H -5.0258 -0.1495 0.7159
H -3.6909 -0.2597 1.9088
H -1.3364 -1.0186 -2.1251
H -1.6266 -0.3556 -4.4966
H -3.9104 -0.1513 -5.4469
H -5.8728 -0.6751 -4.0490
H -5.5762 -1.3033 -1.6857
H -3.5917 -2.9275 2.4165
H -4.5479 -5.1174 3.0405
H -5.6410 -6.5228 1.3176
H -5.7021 -5.7488 -1.0386
H -4.7397 -3.5731 -1.6512
H -1.4157 2.9602 1.7679
H -1.8797 4.6213 3.5586
H -4.2136 5.1166 4.2031
H -6.0703 4.0895 2.9465
H -5.6114 2.4309 1.1863
H -1.9217 2.6336 -1.9350
H -2.7851 3.7183 -3.9927
H -5.1992 3.5628 -4.5453
H -6.7215 2.3214 -3.0478
H -5.8675 1.2530 -1.0182
C 0.8690 -3.3239 0.9095
N 1.3548 -3.5428 -0.4329
C 2.3338 -4.5908 -0.5412
C 1.3017 -2.5729 -1.3475
O 0.6787 -1.5310 -1.2927
H 0.3955 -4.2316 1.2823
H 0.1349 -2.5237 0.8966
H 1.7023 -3.0354 1.5519
H 1.9278 -5.5067 -0.1068
H 3.2405 -4.3093 0.0001
H 2.5907 -4.7721 -1.5842
H 1.8474 -2.8386 -2.2786
S -0.9152 -0.3386 5.0774
C -0.3404 -0.2322 3.6043
N 0.1237 -0.1677 2.5283
```

Total charge   -2
Energy above the lowest of the compared OMol25 structures with the same formula, charge and spin   3.5 kcal/mol
Expectation value of S²   0.757
Spin multiplicity   2
Frontier orbital gap (alpha / beta)   0.1092 / 0.2606 Eh
Calculated total energy   -88756.4699 eV

What are the Löwdin partial charges on each atom? They are as follows, in elementary charge units: number 1, Hg, carries 1.126; number 2, N, carries 0.122; number 3, C, carries -0.470; number 4, N, carries 0.001; number 5, N, carries -0.113; number 6, N, carries -0.086; number 7, N, carries -0.065; number 8, C, carries -0.477; number 9, N, carries -0.002; number 10, N, carries -0.121; number 11, N, carries -0.091; number 12, N, carries -0.107; number 13, H, carries 0.129; number 14, O, carries -0.410; number 15, P, carries 0.702; number 16, C, carries -0.265; number 17, P, carries 0.687; number 18, O, carries -0.341; number 19, C, carries -0.325; number 20, C, carries -0.096; number 21, C, carries -0.107; number 22, C, carries -0.129; number 23, C, carries -0.136; number 24, C, carries -0.171; number 25, C, carries -0.240; number 26, C, carries -0.077; number 27, C, carries -0.102; number 28, C, carries -0.101; number 29, C, carries -0.100; number 30, C, carries -0.081; number 31, C, carries -0.251; number 32, C, carries -0.059; number 33, C, carries -0.082; number 34, C, carries -0.104; number 35, C, carries -0.112; number 36, C, carries -0.088; number 37, C, carries -0.291; number 38, C, carries -0.088; number 39, C, carries -0.115; number 40, C, carries -0.130; number 41, C, carries -0.141; number 42, C, carries -0.140; number 43, H, carries 0.060; number 44, H, carries 0.072; number 45, H, carries 0.076; number 46, H, carries 0.091; number 47, H, carries 0.078; number 48, H, carries 0.094; number 49, H, carries 0.096; number 50, H, carries 0.109; number 51, H, carries 0.097; number 52, H, carries 0.089; number 53, H, carries 0.094; number 54, H, carries 0.095; number 55, H, carries 0.084; number 56, H, carries 0.100; number 57, H, carries 0.089; number 58, H, carries 0.091; number 59, H, carries 0.093; number 60, H, carries 0.092; number 61, H, carries 0.091; number 62, H, carries 0.075; number 63, H, carries 0.090; number 64, H, carries 0.083; number 65, C, carries -0.072; number 66, N, carries -0.195; number 67, C, carries -0.082; number 68, C, carries -0.361; number 69, O, carries -0.073; number 70, H, carries 0.087; number 71, H, carries 0.024; number 72, H, carries 0.077; number 73, H, carries 0.080; number 74, H, carries 0.080; number 75, H, carries 0.078; number 76, H, carries 0.139; number 77, S, carries 0.441; number 78, C, carries -1.031; number 79, N, carries -0.081



(3)
# C31H30N4O4RuS2Se

A structure of composition C31H30N4O4RuS2Se (ωB97M-V/def2-TZVPD, the Open Molecules 2025 dataset).

Structure (XYZ):
```
73
C31H30N4O4RuS2Se ωB97M-V/def2-TZVPD
Ru 0.1506 -1.2784 -0.4068
C 5.2202 4.8254 -0.3154
C 4.8244 3.3266 -0.2520
C 5.0661 2.3770 -1.3352
C 4.6263 1.0760 -1.1790
C 4.0917 0.6279 0.0605
C 3.8732 1.5149 1.0643
C 4.2964 2.8472 0.9149
S 3.5677 -1.0258 0.2528
O 4.2395 -1.6317 1.3558
O 3.6342 -1.6366 -1.0363
N 1.9039 -0.7777 0.6302
C 1.3652 -0.9934 1.9006
C 1.9244 -1.1798 3.1973
C 1.0395 -1.5292 4.2047
C -0.3714 -1.3886 3.9801
C -0.8391 -1.0448 2.7149
N 0.0150 -1.0111 1.6625
H 5.1181 5.2909 -1.2989
H 6.2861 4.8615 0.0534
H 4.6921 5.4215 0.4131
H 5.6190 2.6999 -2.2095
H 4.8241 0.3896 -1.9735
H 3.4286 1.1834 1.9663
H 4.1314 3.5082 1.7636
H 2.9990 -1.1126 3.3556
H 1.3509 -2.0637 5.0857
H -1.1037 -1.6388 4.7472
H -1.9144 -0.9072 2.4205
N 0.3126 5.7900 -1.4805
C 1.0422 4.8635 -2.1621
O 1.7431 5.0896 -3.2016
C 0.9723 3.4356 -1.7627
C 1.2032 2.3498 -2.6484
C 0.9998 1.0777 -2.2354
N 0.4233 0.8051 -1.0091
C 0.2574 1.8208 -0.1657
C 0.4045 3.1362 -0.5327
H 0.5182 6.8158 -1.7198
H -0.4058 5.5119 -0.8725
H 1.7245 2.5551 -3.5731
H 1.2304 0.2352 -2.8577
H -0.0538 1.5997 0.8535
H 0.1659 3.8740 0.2481
C -4.0021 -2.3311 -2.1214
S -3.3951 -1.5154 -0.5363
O -1.9731 -0.8990 -0.8015
C -4.5670 -0.1462 -0.4751
C -5.8481 -0.3493 0.0541
C -6.6773 0.7903 0.1296
C -6.3717 1.9987 -0.4853
C -5.1119 2.1154 -1.0954
C -4.2376 1.0415 -1.0634
H -4.5684 -3.2434 -1.7620
H -3.0981 -2.5949 -2.7010
H -4.7391 -1.6530 -2.5831
H -6.1707 -1.2946 0.4529
H -7.6167 0.7601 0.6507
H -7.1019 2.7946 -0.5517
H -4.8817 3.0139 -1.6266
H -3.2544 0.9845 -1.5474
Se 0.4990 -3.4051 -1.2563
C -0.4134 -4.7485 -0.1049
C -0.1656 -4.8138 1.2914
C -0.6924 -5.8909 1.9956
C -1.4838 -6.8611 1.4264
C -1.8391 -6.7674 0.0811
C -1.2171 -5.7215 -0.6898
H 0.3380 -4.0073 1.8310
H -0.5240 -6.0551 3.0495
H -1.7061 -7.7511 2.0083
H -2.3779 -7.5369 -0.4143
H -1.3997 -5.6038 -1.7730
```

Total charge   +1
Energy above the lowest of the compared OMol25 structures with the same formula, charge and spin   0.0 kcal/mol
Expectation value of S²   8.766
Spin multiplicity   6
Frontier orbital gap (alpha / beta)   0.2504 / 0.2405 Eh
Calculated total energy   -136373.0404 eV

What are the Löwdin partial charges on each atom? They are as follows, in elementary charge units: number 1, Ru, carries 1.137; number 2, C, carries -0.038; number 3, C, carries -0.230; number 4, C, carries -0.001; number 5, C, carries -0.048; number 6, C, carries -0.300; number 7, C, carries -0.063; number 8, C, carries -0.049; number 9, S, carries 0.610; number 10, O, carries -0.272; number 11, O, carries -0.320; number 12, N, carries -0.250; number 13, C, carries -0.377; number 14, C, carries 0.001; number 15, C, carries -0.030; number 16, C, carries -0.058; number 17, C, carries -0.118; number 18, N, carries -0.095; number 19, H, carries 0.077; number 20, H, carries 0.102; number 21, H, carries 0.061; number 22, H, carries 0.116; number 23, H, carries 0.105; number 24, H, carries 0.099; number 25, H, carries 0.118; number 26, H, carries 0.109; number 27, H, carries 0.114; number 28, H, carries 0.106; number 29, H, carries 0.125; number 30, N, carries 0.171; number 31, C, carries -0.444; number 32, O, carries 0.026; number 33, C, carries -0.102; number 34, C, carries 0.028; number 35, C, carries -0.078; number 36, N, carries -0.069; number 37, C, carries -0.123; number 38, C, carries -0.004; number 39, H, carries 0.173; number 40, H, carries 0.072; number 41, H, carries 0.132; number 42, H, carries 0.116; number 43, H, carries 0.117; number 44, H, carries 0.128; number 45, C, carries -0.173; number 46, S, carries 0.995; number 47, O, carries -0.716; number 48, C, carries -0.427; number 49, C, carries -0.056; number 50, C, carries -0.062; number 51, C, carries -0.052; number 52, C, carries -0.050; number 53, C, carries -0.097; number 54, H, carries 0.073; number 55, H, carries 0.061; number 56, H, carries 0.061; number 57, H, carries 0.110; number 58, H, carries 0.107; number 59, H, carries 0.113; number 60, H, carries 0.103; number 61, H, carries 0.109; number 62, Se, carries 0.680; number 63, C, carries -0.573; number 64, C, carries -0.110; number 65, C, carries -0.098; number 66, C, carries -0.092; number 67, C, carries -0.048; number 68, C, carries -0.130; number 69, H, carries 0.092; number 70, H, carries 0.106; number 71, H, carries 0.112; number 72, H, carries 0.092; number 73, H, carries 0.097



What are the largest force on an atom values for these records? In order: 0.580; 2.712; 4.634 eV/A.